The following is a quantum chemistry calculation of C14H18N2OOsSTe as an isolated structure at a distorted geometry, from the Open Molecules 2025 dataset.

Relative energy (zero: lowest compared OMol25 entry of this formula, charge and spin) in eV: 0.000
⟨S²⟩: 0.762
HOMO energy (spin up / spin down) in eV: -10.373 / -10.849
Multiplicity: 2
Frontier orbital gap (spin up / spin down) in eV: 6.3 / 6.7
Calculated total energy in Eh: -1485.62417
Charge: +1

Cartesian coordinates (Å):
Os (-0.0335, 1.7724, 1.2270)
O (1.2225, 0.1429, 0.6400)
N (2.0589, -0.3431, 1.5675)
C (3.0627, -1.1368, 1.1334)
C (3.9315, -1.7062, 2.0196)
C (3.7749, -1.4524, 3.3854)
C (2.7628, -0.6199, 3.7970)
C (1.8980, -0.0488, 2.8604)
S (0.6126, 1.0071, 3.3201)
H (3.1011, -1.2725, 0.0634)
H (4.7246, -2.3370, 1.6474)
H (4.4405, -1.9008, 4.1094)
H (2.6070, -0.3841, 4.8399)
N (-1.8032, 0.6767, 0.5626)
H (-1.6153, 0.3218, -0.3706)
H (-2.6731, 1.1977, 0.5308)
H (-1.9516, -0.1273, 1.1667)
C (-0.4798, 8.9074, 0.3266)
C (-0.2508, 7.4483, 0.0410)
C (0.0516, 7.0026, -1.2412)
C (0.3402, 5.6662, -1.5103)
C (0.6507, 5.2281, -2.9174)
C (0.3482, 4.7690, -0.4423)
Te (1.1674, 2.8508, -0.7018)
C (-0.0563, 5.1684, 0.8304)
C (-0.1955, 4.1745, 1.9540)
C (-0.3369, 6.5072, 1.0606)
H (-0.4763, 9.4973, -0.5876)
H (0.3092, 9.2868, 0.9783)
H (-1.4287, 9.0643, 0.8403)
H (0.0821, 7.7207, -2.0530)
H (0.4431, 6.0247, -3.6290)
H (0.0547, 4.3581, -3.1982)
H (1.7034, 4.9528, -3.0181)
H (-0.9335, 3.3332, 1.6536)
H (-0.6186, 4.6326, 2.8451)
H (0.7671, 3.7340, 2.2262)
H (-0.6177, 6.8293, 2.0583)

Cartesian forces (eV/Å) of the 6 atoms listed first:
Os 1.5 -1.3 -0.5
O -0.9 0.2 -0.2
N 0.1 0.0 0.0
C 0.0 -0.1 -0.2
C 0.0 0.0 0.1
C -0.1 0.0 0.0